Record 1
This record from OMol25 describes C34H34BrInN5O8 as an isolated structure in a non-equilibrium geometry. The level of theory is the ωB97M-V functional and the def2-TZVPD basis.

Calculated values
HOMO level = -5.45 eV
LUMO energy = 2.169 eV
Charge = -1
Total energy = -4956.11646 a.u.

Element x y z (Å)
O (-0.1994, -0.2789, 2.4044)
C (-0.1241, -3.3153, 2.2448)
Br (-2.4273, -5.2989, -0.6166)
C (1.5678, -3.3661, -1.6449)
C (4.7646, 1.8217, 2.1941)
H (1.4970, -4.1069, 3.3974)
H (-2.4582, 0.9124, 0.3649)
C (4.1451, -4.2642, -1.0389)
O (1.8883, -1.7212, 0.0939)
H (0.1933, 4.6042, 5.0221)
H (1.5031, -5.0328, -2.9877)
C (-2.0228, -0.6104, -3.1518)
H (3.6775, 0.8774, -2.3738)
H (-1.0134, 2.9873, -2.2137)
H (5.2265, 2.0739, 3.1417)
C (-1.1387, -4.8350, 0.7046)
C (-0.4560, 5.1573, 2.2888)
N (-0.0065, 3.8517, 4.3832)
C (-0.2362, -5.8241, 1.0593)
C (0.7609, -4.3098, 2.6302)
N (-0.4163, -1.9358, -1.7945)
C (3.4243, 1.5361, 2.1514)
O (0.2669, 0.9495, 6.4950)
C (-0.2772, 1.8207, 3.6220)
H (-2.9169, -0.7947, -3.7536)
H (5.5474, 1.3962, -1.0661)
C (0.3202, 2.2090, 6.1714)
C (3.3680, -4.9769, -1.9615)
In (0.2417, -0.4052, 0.0676)
H (-3.1988, 0.3695, -1.6999)
N (1.7746, 0.5452, -1.6905)
O (-1.7059, -1.2836, 0.5664)
H (-1.5005, 5.3411, 2.0320)
H (-0.2733, -6.7862, 0.5672)
H (0.9438, 2.5287, -3.5484)
H (-0.0736, 6.0070, 2.8528)
O (1.4826, 1.1274, 0.9130)
C (-0.2577, 0.3223, 3.5041)
C (3.5872, 1.1331, -0.2337)
H (2.8134, 1.5497, 3.0463)
H (-0.3617, 1.4679, -4.0631)
C (1.2506, 0.4581, -3.0233)
C (0.2392, -2.9993, -2.0627)
C (2.7690, 1.2207, 0.9289)
H (0.1075, 5.0665, 1.3607)
O (-0.2851, -0.2953, 4.6050)
C (0.0185, 2.5372, 4.7619)
H (-0.0865, -2.3320, 2.6962)
H (0.6781, -0.4638, -3.0875)
H (5.1586, -4.5856, -0.8283)
C (-2.0948, -2.4725, 0.9063)
H (4.2242, -2.6032, 0.3138)
C (-2.3193, 0.6164, -2.2959)
C (-0.4105, 2.0957, -1.9782)
H (-2.6487, 2.4606, -0.5141)
H (2.0396, 0.4346, -3.7890)
C (-1.9356, 1.6872, -0.1961)
C (-0.3302, 3.8944, 3.0698)
H (0.3247, 2.3714, -1.2215)
C (4.9564, 1.4340, -0.1557)
N (-0.5069, 2.6879, 2.5920)
C (3.0046, 0.8226, -1.5039)
C (-1.7707, -1.8587, -2.3132)
H (6.6006, 2.0426, 1.0667)
C (2.3122, -2.6963, -0.6365)
H (-2.0024, -2.7539, -2.9022)
H (1.4216, -6.3268, 2.3105)
H (-2.4615, -1.8277, -1.4711)
C (0.3337, 1.6732, -3.2464)
H (-2.5862, 1.4572, -2.9537)
H (-0.2421, -3.7411, -2.7138)
H (0.0124, 0.3755, 5.6482)
O (0.5906, 3.1085, 6.9513)
H (-1.1932, 2.1178, 0.4758)
C (2.1119, -4.5102, -2.2567)
C (0.7137, -5.5563, 2.0311)
H (3.7567, -5.8652, -2.4419)
C (-1.0861, -3.5550, 1.2666)
C (3.6355, -3.1610, -0.4045)
O (-3.2806, -2.7692, 0.9748)
H (-1.1963, -0.4505, -3.8442)
N (-1.2706, 1.0720, -1.3640)
C (5.5485, 1.7920, 1.0305)

Cartesian forces, eV/Å:
-0.10 0.82 0.20
-0.02 0.03 -0.08
0.03 0.03 -0.12
0.17 -0.03 0.17
0.04 -0.04 -0.06
-0.01 0.05 -0.01
-0.08 0.02 -0.09
-0.09 0.04 -0.06
-0.42 0.24 0.24
0.01 -0.01 0.02
-0.02 -0.01 0.02
0.18 -0.02 0.19
-0.05 0.06 0.00
-0.06 -0.06 0.06
-0.02 0.00 0.01
0.07 0.23 0.03
-0.04 -0.09 -0.01
-0.04 -0.09 -0.01
-0.04 0.08 -0.06
0.05 -0.01 0.06
0.33 0.04 0.45
-0.17 -0.05 -0.04
0.42 1.10 1.07
0.10 -0.04 -0.01
0.00 0.05 -0.02
-0.02 -0.03 -0.01
0.10 -0.43 0.46
0.10 -0.06 -0.11
-0.12 -0.27 0.08
0.02 0.04 0.04
-0.19 -0.37 0.08
0.81 -0.16 -0.19
0.02 0.06 0.01
-0.03 -0.01 0.03
-0.02 0.02 0.01
-0.02 0.03 -0.01
-0.50 -0.24 -0.05
0.04 -0.41 -0.45
-0.02 -0.12 0.41
0.00 0.06 -0.01
0.01 0.08 -0.03
0.02 0.20 -0.22
-0.26 0.00 -0.16
0.35 0.28 -0.05
0.00 0.03 0.01
-0.11 -0.72 -0.87
0.00 -0.06 -0.13
0.02 -0.05 0.01
0.05 0.03 -0.13
-0.01 0.00 0.05
-0.52 0.19 0.18
-0.04 -0.02 0.04
-0.03 -0.20 -0.22
0.15 0.11 -0.21
0.07 0.04 0.01
-0.01 -0.01 0.04
-0.02 -0.06 0.18
-0.01 -0.01 0.02
-0.04 0.13 -0.02
-0.06 -0.03 -0.03
0.04 0.00 -0.35
-0.06 0.10 -0.32
-0.29 0.03 -0.19
0.00 -0.03 0.02
0.17 -0.21 -0.02
0.07 -0.02 0.00
0.00 0.00 0.01
-0.01 -0.15 0.01
-0.04 -0.18 0.14
-0.07 0.05 0.11
0.00 -0.01 0.04
-0.23 -0.28 -0.14
-0.01 0.23 -0.06
0.00 0.13 -0.02
-0.03 0.01 0.01
0.10 -0.06 0.01
-0.01 0.02 -0.02
-0.01 0.00 -0.26
0.04 0.08 0.08
0.12 -0.05 -0.06
-0.08 0.01 -0.06
0.24 -0.03 0.36
0.11 -0.01 0.01



Record 2
This record from OMol25 describes C34H34CdCl3FN3O7 as an isolated structure. The level of theory is the ωB97M-V functional and the def2-TZVPD basis.

Calculated values
HOMO level = -4.01 eV
LUMO energy = 2.210 eV
Charge = -1
Total energy = -3655.34739 a.u.

Element x y z (Å)
H (4.5284, 1.8220, -1.7445)
C (-1.7641, 4.8941, 3.9689)
H (-1.0857, 5.5149, -0.0485)
C (-0.7948, 3.0498, 2.5910)
C (-2.1492, 5.4298, 0.1806)
C (4.6447, -4.0475, -1.4776)
O (0.9814, 0.3765, 0.9280)
O (3.0020, -4.4296, 0.1537)
H (-2.0838, -3.9386, -4.1694)
C (2.4502, 1.2049, -1.6099)
C (-1.5484, -4.2219, -2.2297)
H (-1.5052, -1.6392, -2.4411)
N (-1.6974, -3.4889, -3.3589)
C (-1.0282, 1.4829, 0.2798)
Cl (-4.3434, -0.8390, 4.5163)
H (5.2743, -4.7284, -0.9170)
H (-3.1639, -5.6068, -2.5754)
H (-2.1426, -3.1551, 0.8558)
H (-1.5612, -0.7441, 5.1260)
O (1.6280, 0.3358, -1.7627)
C (-2.3333, 4.7279, 1.5279)
C (3.4636, -3.5331, -0.5438)
N (0.9834, -2.1804, -3.1699)
F (1.5914, 1.8232, 5.7104)
H (0.4053, -1.6051, 3.9121)
C (0.4630, -2.9197, 1.5407)
H (-0.0441, 3.8158, 5.8117)
H (-2.4804, 6.5063, 2.7069)
H (-2.7621, 4.5317, 4.2371)
C (-0.8294, 3.7267, 3.8235)
C (2.5266, -1.2318, -4.7295)
C (-0.7113, -2.4379, 2.2785)
H (1.3814, -2.8744, 2.1202)
C (-0.0286, -1.7561, -3.9325)
C (-0.5847, -1.7593, 3.4977)
C (-1.8259, 5.6363, 2.6408)
C (0.0725, 1.1699, 1.1655)
C (-1.6849, -1.2778, 4.1917)
H (1.5058, 0.6720, 3.3555)
C (-1.7753, 2.5859, 0.4983)
C (-1.4172, -2.0653, -3.4433)
H (2.6750, 3.3305, -1.2514)
H (-2.6308, 4.8943, -0.6347)
C (3.8571, 1.0653, -2.1462)
H (-3.4010, 4.5297, 1.6814)
H (2.3856, 2.3206, 0.1818)
N (-1.6135, 3.4453, 1.5449)
H (4.2310, 0.0674, -1.9076)
C (0.8567, 1.5258, 3.4925)
C (2.2262, -1.9198, -3.5632)
H (-2.5791, 6.4314, 0.2284)
H (1.6698, -0.2113, -6.4156)
C (0.0435, 1.9355, 2.4326)
H (3.5566, -1.0465, -5.0040)
C (-1.4459, 0.5930, -0.8947)
H (0.3291, -3.9110, 1.1135)
O (-1.0437, -3.8080, -1.2022)
H (1.0444, 2.6567, -0.9208)
C (-2.0982, -5.6353, -2.3433)
C (-0.0222, 3.3061, 4.8567)
H (-2.5635, 2.8096, -0.2073)
C (0.8107, 2.2085, 4.6749)
C (0.1804, -1.0358, -5.1036)
H (3.0120, -2.2540, -2.8997)
C (-3.1236, -2.1722, 2.4831)
H (-0.6622, -0.6756, -5.6797)
C (-2.9496, -1.4806, 3.6729)
Cd (0.7632, -1.7704, -0.2993)
C (-2.0176, -2.6438, 1.8010)
Cl (5.6835, -2.7547, -2.1111)
O (3.1908, -2.3134, -0.6436)
H (-0.8218, 5.9847, 2.3819)
C (2.1179, 2.4769, -0.8669)
C (1.4789, -0.7696, -5.5065)
H (-1.4255, 5.5561, 4.7668)
H (-1.9551, -6.1470, -1.3960)
O (-1.2055, -0.6371, -0.7480)
H (-2.1628, -1.5973, -4.0852)
Cl (3.9546, -4.9772, -2.8306)
O (-2.0217, 1.1454, -1.8419)
H (3.8251, 1.1604, -3.2334)
H (-1.5846, -6.1878, -3.1311)
H (-4.1215, -2.3210, 2.0904)

Cartesian forces, eV/Å:
0.00 0.02 0.01
0.02 -0.01 -0.10
0.01 0.02 0.00
0.18 -0.14 0.11
-0.05 -0.11 0.05
-0.35 0.08 0.38
-0.03 -0.07 0.39
-0.05 0.13 -0.07
0.00 -0.10 0.03
0.19 0.27 0.06
-0.03 -0.29 0.05
-0.16 0.04 -0.01
-0.01 0.19 -0.13
-0.16 -0.45 -0.18
-0.12 0.03 0.08
0.00 0.01 -0.03
0.00 -0.01 -0.03
-0.02 -0.01 -0.03
0.00 0.00 0.00
-0.04 -0.10 -0.15
0.01 0.27 -0.12
0.54 -0.29 -0.13
-0.11 0.10 0.18
0.00 -0.01 0.00
0.02 -0.01 -0.01
-0.10 0.00 -0.07
0.02 -0.01 0.01
0.01 0.01 -0.05
-0.02 0.05 0.02
0.00 0.13 0.09
-0.08 0.04 -0.08
0.08 -0.20 0.10
0.02 -0.06 0.01
0.08 0.04 -0.15
-0.03 0.09 -0.04
-0.07 -0.19 0.13
-0.28 0.19 0.12
-0.02 0.07 -0.03
-0.01 -0.03 -0.02
0.13 0.12 0.16
0.15 -0.01 0.21
0.03 0.01 -0.02
0.02 0.02 -0.02
0.02 -0.22 0.11
0.03 -0.02 0.07
0.07 0.04 -0.05
-0.13 -0.21 -0.13
-0.05 -0.02 -0.02
0.14 -0.04 0.09
0.07 -0.06 -0.05
-0.01 -0.01 0.01
-0.02 0.01 0.00
-0.02 0.16 -0.08
0.02 -0.04 0.03
0.17 0.34 -0.06
0.01 -0.06 0.11
-0.12 0.10 -0.16
0.05 0.03 0.01
0.07 0.04 0.09
-0.04 -0.02 -0.08
0.06 0.07 -0.07
0.00 0.00 -0.10
0.02 -0.01 0.02
-0.04 0.07 -0.01
0.01 0.02 -0.01
-0.04 -0.04 0.02
0.08 0.00 -0.04
0.14 -0.01 -0.17
0.01 0.09 0.05
0.18 0.12 -0.06
-0.54 0.22 -0.11
-0.01 0.05 -0.02
-0.12 -0.01 -0.11
0.07 -0.02 0.01
-0.01 -0.04 0.03
0.05 0.02 -0.01
0.17 -0.15 -0.12
0.01 0.02 0.01
-0.02 -0.12 -0.09
-0.01 -0.13 0.15
-0.02 0.01 -0.02
0.00 0.00 -0.01
0.01 0.00 -0.01